Formula: C16H11N11O3Ru
Source: the OMol25 dataset
Level of theory: ωB97M-V/def2-TZVPD

<S²>   1.07
Highest occupied orbital energy (spin up / spin down)   -0.1897 / -0.1826 hartree
Charge   -1
Multiplicity   2
Frontier orbital gap (spin up / spin down)   6.2 / 6.5 eV

Cartesian coordinates (Å):
1 Ru -0.67 0.30 -0.42
2 O -2.32 -2.32 2.97
3 C -1.15 -2.50 3.59
4 C -1.15 -3.11 4.85
5 C 0.03 -3.32 5.54
6 C 1.24 -2.94 4.98
7 C 1.27 -2.32 3.75
8 C 0.09 -2.09 3.03
9 C 0.12 -1.42 1.76
10 O -0.97 -1.25 1.06
11 N 1.27 -0.91 1.32
12 N 1.15 -0.06 0.34
13 C 2.19 0.35 -0.41
14 C 2.13 1.49 -1.23
15 C 3.15 1.74 -2.17
16 C 3.09 2.79 -3.04
17 C 2.01 3.69 -3.00
18 C 1.02 3.52 -2.07
19 C 1.02 2.44 -1.15
20 O 0.08 2.36 -0.27
21 H -2.14 -1.86 2.11
22 H -2.10 -3.41 5.26
23 H -0.01 -3.79 6.51
24 H 2.16 -3.12 5.52
25 H 2.19 -1.99 3.30
26 H 3.07 -0.28 -0.44
27 H 3.97 1.03 -2.22
28 H 3.87 2.93 -3.78
29 H 1.95 4.50 -3.71
30 H 0.19 4.21 -2.01
31 N -2.77 0.59 -3.17
32 C -3.33 0.56 -1.93
33 N -4.63 0.59 -1.66
34 N -4.71 0.53 -0.34
35 N -3.55 0.48 0.19
36 N -2.62 0.51 -0.77
37 C -1.43 0.43 -3.44
38 N -0.87 0.65 -4.62
39 N 0.41 0.34 -4.45
40 N 0.63 -0.06 -3.25
41 N -0.50 -0.03 -2.56
42 H -3.37 0.76 -3.96

Quick look at the Mulliken charges, all values in e:
1 Ru 0.198
2 O -0.671
3 C 0.197
4 C -0.634
5 C -0.326
6 C -0.693
7 C -0.368
8 C 0.333
9 C 1.190
10 O -1.019
11 N -0.945
12 N 0.655
13 C -0.185
14 C 0.616
15 C -0.861
16 C -0.493
17 C -0.420
18 C -0.462
19 C 0.777
20 O -0.912
21 H 0.370
22 H 0.423
23 H 0.363
24 H 0.378
25 H 0.445
26 H 0.361
27 H 0.338
28 H 0.366
29 H 0.369
30 H 0.418
31 N -0.104
32 C 0.484
33 N -0.516
34 N -0.501
35 N -0.509
36 N 0.630
37 C 0.517
38 N -0.519
39 N -0.553
40 N -0.272
41 N 0.304
42 H 0.231